C96H176Cl3F12N20O30S12 | ωB97M-V/def2-TZVPD

Geometry (Å):
1 C 8.537 -3.920 2.170
2 C 7.066 -4.388 1.841
3 N 6.722 -4.890 0.398
4 C 5.239 -5.214 0.173
5 C 7.060 -3.901 -0.741
6 C 6.341 -2.492 -0.771
7 C 7.607 -6.168 0.161
8 C 7.442 -6.899 -1.218
9 O 8.031 -6.034 -2.223
10 C 8.352 -6.636 -3.419
11 H 8.952 -3.374 1.323
12 H 9.123 -4.823 2.346
13 H 8.612 -3.385 3.117
14 H 6.386 -3.541 1.933
15 H 6.726 -5.197 2.487
16 H 4.973 -5.428 -0.863
17 H 4.588 -4.407 0.510
18 H 4.978 -6.108 0.738
19 H 6.764 -4.432 -1.645
20 H 8.147 -3.877 -0.815
21 H 6.804 -1.739 -0.133
22 H 5.281 -2.514 -0.518
23 H 6.350 -2.014 -1.751
24 H 7.649 -6.863 1.000
25 H 8.623 -5.777 0.119
26 H 6.419 -7.070 -1.555
27 H 8.047 -7.800 -1.114
28 H 7.466 -6.987 -3.949
29 H 8.971 -7.513 -3.231
30 H 8.858 -6.087 -4.213
31 C 0.390 -2.527 7.108
32 C 0.476 -1.720 5.792
33 N 1.477 -0.541 5.706
34 C 1.342 0.082 4.304
35 C 1.223 0.427 6.860
36 C -0.259 1.014 6.790
37 C 2.926 -1.157 5.988
38 C 4.214 -0.343 5.551
39 O 4.441 0.807 6.390
40 C 5.692 1.398 6.250
41 H 1.372 -2.838 7.465
42 H -0.259 -3.397 7.005
43 H -0.115 -1.921 7.861
44 H -0.497 -1.285 5.563
45 H 0.695 -2.400 4.969
46 H 1.803 -0.681 3.677
47 H 1.915 1.009 4.276
48 H 0.326 0.210 3.931
49 H 2.034 1.143 6.729
50 H 1.379 -0.041 7.832
51 H -1.007 0.376 7.261
52 H -0.640 1.332 5.820
53 H -0.475 1.908 7.375
54 H 2.860 -2.101 5.446
55 H 2.979 -1.563 6.998
56 H 3.977 -0.043 4.531
57 H 5.127 -0.930 5.454
58 H 6.326 0.663 6.744
59 H 5.898 2.237 6.915
60 H 5.945 1.785 5.263
61 C 0.323 -5.655 0.958
62 C -0.200 -7.152 1.327
63 N -1.542 -7.698 0.709
64 C -1.598 -7.266 -0.748
65 C -1.593 -9.239 0.791
66 C -1.138 -9.854 2.170
67 C -2.664 -7.105 1.673
68 C -4.141 -7.167 1.144
69 O -4.412 -8.540 1.081
70 C -5.711 -8.802 0.619
71 H 0.402 -5.440 -0.108
72 H 1.294 -5.424 1.397
73 H -0.380 -4.899 1.308
74 H -0.168 -7.277 2.409
75 H 0.622 -7.807 1.038
76 H -0.729 -7.691 -1.250
77 H -1.680 -6.179 -0.731
78 H -2.508 -7.665 -1.196
79 H -0.833 -9.558 0.078
80 H -2.570 -9.498 0.384
81 H -0.387 -9.349 2.777
82 H -0.835 -10.897 2.075
83 H -2.031 -9.861 2.796
84 H -2.347 -6.066 1.767
85 H -2.506 -7.587 2.637
86 H -4.232 -6.619 0.206
87 H -4.776 -6.676 1.881
88 H -6.375 -8.170 1.210
89 H -5.934 -9.864 0.721
90 H -5.654 -8.635 -0.456
91 C -0.006 2.604 -0.048
92 C 0.529 1.165 0.133
93 N 1.487 0.674 -0.993
94 C 1.811 -0.756 -0.706
95 C 0.695 0.706 -2.387
96 C 1.428 -0.043 -3.616
97 C 2.752 1.527 -1.081
98 C 3.466 1.736 0.311
99 O 4.017 0.478 0.746
100 C 5.024 0.623 1.786
101 H -0.766 2.916 0.668
102 H -0.471 2.688 -1.030
103 H 0.694 3.440 -0.051
104 H -0.243 0.403 0.239
105 H 1.100 1.054 1.055
106 H 2.166 -0.809 0.323
107 H 2.537 -1.172 -1.405
108 H 0.818 -1.204 -0.748
109 H 0.638 1.742 -2.723
110 H -0.317 0.386 -2.139
111 H 2.391 0.412 -3.849
112 H 0.802 -0.151 -4.502
113 H 1.625 -1.086 -3.369
114 H 2.457 2.461 -1.560
115 H 3.394 0.966 -1.760
116 H 2.856 2.141 1.119
117 H 4.226 2.501 0.152
118 H 5.101 -0.352 2.268
119 H 4.696 1.439 2.429
120 H 6.028 0.720 1.374
121 C 3.163 7.337 -3.201
122 C 4.318 7.105 -2.212
123 N 4.962 5.659 -2.241
124 C 3.901 4.637 -1.859
125 C 5.495 5.372 -3.718
126 C 6.203 6.556 -4.458
127 C 6.209 5.713 -1.246
128 C 6.636 4.372 -0.653
129 O 7.958 4.506 -0.093
130 C 8.306 3.485 0.893
131 H 2.947 6.478 -3.836
132 H 3.243 8.223 -3.832
133 H 2.220 7.457 -2.668
134 H 4.012 7.351 -1.195
135 H 5.167 7.760 -2.411
136 H 3.604 4.815 -0.825
137 H 4.350 3.660 -2.036
138 H 3.050 4.769 -2.527
139 H 4.600 5.119 -4.287
140 H 6.031 4.425 -3.665
141 H 6.794 6.132 -5.269
142 H 6.982 6.967 -3.816
143 H 5.523 7.319 -4.837
144 H 5.850 6.313 -0.410
145 H 7.102 6.189 -1.653
146 H 6.536 3.534 -1.342
147 H 6.058 4.181 0.251
148 H 8.119 2.497 0.470
149 H 7.899 3.676 1.885
150 H 9.388 3.575 0.997
151 C -3.439 -3.099 1.805
152 C -4.207 -3.775 3.021
153 N -4.570 -2.878 4.235
154 C -5.055 -1.562 3.779
155 C -5.675 -3.629 5.102
156 C -7.071 -3.845 4.506
157 C -3.280 -2.632 5.060
158 C -3.500 -2.175 6.529
159 O -3.778 -3.457 7.117
160 C -3.772 -3.652 8.531
161 H -3.782 -2.132 1.436
162 H -3.629 -3.592 0.852
163 H -2.378 -3.011 2.037
164 H -3.504 -4.498 3.435
165 H -5.149 -4.165 2.638
166 H -4.216 -1.011 3.353
167 H -5.512 -0.981 4.580
168 H -5.820 -1.595 3.004
169 H -5.747 -3.008 5.995
170 H -5.287 -4.625 5.318
171 H -7.772 -4.175 5.273
172 H -7.027 -4.633 3.754
173 H -7.468 -2.968 3.994
174 H -2.679 -1.843 4.608
175 H -2.577 -3.459 5.160
176 H -4.227 -1.373 6.659
177 H -2.555 -1.819 6.940
178 H -4.464 -2.959 9.009
179 H -2.804 -3.494 9.006
180 H -4.156 -4.665 8.661
181 C -13.393 -0.556 7.938
182 N -12.374 0.014 7.085
183 C -11.184 -0.699 6.975
184 C -10.123 -0.137 6.260
185 C -10.315 1.030 5.542
186 C -11.539 1.690 5.707
187 C -12.583 1.170 6.417
188 C -9.180 1.612 4.715
189 C -9.334 2.173 3.476
190 C -8.235 2.714 2.842
191 N -7.000 2.654 3.382
192 C -6.813 2.008 4.561
193 C -7.905 1.595 5.321
194 C -5.835 3.149 2.663
195 H -14.283 0.066 7.840
196 H -12.884 -0.497 8.899
197 H -13.588 -1.617 7.784
198 H -11.100 -1.655 7.471
199 H -9.174 -0.642 6.161
200 H -11.675 2.484 4.988
201 H -13.610 1.484 6.301
202 H -10.293 2.427 3.050
203 H -8.403 3.147 1.867
204 H -5.806 1.760 4.862
205 H -7.823 1.179 6.314
206 H -5.442 2.283 2.131
207 H -5.112 3.570 3.361
208 H -6.161 3.940 1.988
209 C -3.317 5.324 -2.470
210 N -2.870 5.380 -1.147
211 C -3.440 4.597 -0.139
212 C -2.988 4.718 1.216
213 C -1.984 5.655 1.504
214 C -1.411 6.411 0.439
215 C -1.881 6.285 -0.869
216 C -1.626 5.966 2.895
217 C -1.104 5.032 3.744
218 C -0.661 5.501 5.033
219 N -0.755 6.786 5.389
220 C -1.276 7.747 4.561
221 C -1.662 7.327 3.290
222 C -0.336 7.283 6.688
223 H -4.389 5.443 -2.314
224 H -2.975 4.352 -2.826
225 H -2.927 6.213 -2.965
226 H -4.196 3.917 -0.503
227 H -3.345 4.065 1.999
228 H -0.675 7.182 0.614
229 H -1.493 6.814 -1.727
230 H -0.939 4.001 3.467
231 H -0.152 4.849 5.728
232 H -1.427 8.733 4.975
233 H -2.126 8.101 2.697
234 H -0.955 8.128 6.991
235 H 0.715 7.524 6.527
236 H -0.415 6.540 7.482
237 C -2.811 6.754 -9.806
238 N -3.152 5.971 -8.636
239 C -4.404 5.627 -8.359
240 C -4.743 4.689 -7.342
241 C -3.746 4.172 -6.552
242 C -2.422 4.566 -6.823
243 C -2.154 5.422 -7.887
244 C -4.059 3.123 -5.526
245 C -5.221 3.283 -4.843
246 C -5.537 2.400 -3.828
247 N -4.737 1.339 -3.613
248 C -3.649 1.055 -4.365
249 C -3.265 1.939 -5.358
250 C -5.146 0.338 -2.566
251 H -2.038 7.485 -9.567
252 H -3.652 7.336 -10.182
253 H -2.451 6.068 -10.572
254 H -5.174 6.085 -8.963
255 H -5.805 4.493 -7.347
256 H -1.557 4.231 -6.270
257 H -1.156 5.685 -8.205
258 H -5.768 4.188 -5.065
259 H -6.505 2.431 -3.350
260 H -3.097 0.161 -4.115
261 H -2.364 1.873 -5.950
262 H -5.852 0.761 -1.851
263 H -4.223 -0.065 -2.147
264 H -5.644 -0.534 -2.989
265 C 5.817 -2.720 -9.221
266 N 4.424 -2.643 -8.806
267 C 4.098 -1.994 -7.661
268 C 2.843 -1.923 -7.265
269 C 1.780 -2.504 -8.006
270 C 2.134 -3.206 -9.154
271 C 3.428 -3.221 -9.533
272 C 0.386 -2.394 -7.700
273 C -0.162 -2.789 -6.523
274 C -1.538 -2.804 -6.293
275 N -2.326 -2.404 -7.330
276 C -1.831 -1.970 -8.551
277 C -0.474 -1.886 -8.703
278 C -3.772 -2.168 -7.021
279 H 6.074 -1.845 -9.817
280 H 5.872 -3.627 -9.824
281 H 6.503 -2.670 -8.376
282 H 4.884 -1.491 -7.116
283 H 2.476 -1.384 -6.404
284 H 1.457 -3.757 -9.790
285 H 3.668 -3.911 -10.329
286 H 0.466 -3.237 -5.768
287 H -2.020 -3.027 -5.353
288 H -2.588 -1.615 -9.235
289 H -0.022 -1.474 -9.592
290 H -3.948 -1.206 -7.500
291 H -3.902 -1.727 -6.032
292 H -4.390 -2.966 -7.433
293 N -0.509 2.376 -7.956
294 S 0.195 1.198 -7.460
295 O 1.224 0.551 -8.290
296 O -0.520 0.331 -6.499
297 F 1.214 1.913 -6.425
298 S -1.517 1.596 -9.042
299 O -2.807 1.030 -8.527
300 O -0.901 0.966 -10.179
301 F -2.044 2.973 -9.717
302 N 5.705 2.000 -3.678
303 S 6.201 0.711 -3.291
304 O 7.563 0.302 -3.648
305 O 5.181 -0.256 -3.179
306 F 6.384 1.083 -1.678
307 S 5.776 1.530 -5.308
308 O 4.821 0.550 -5.783
309 O 7.080 1.587 -5.957
310 F 5.138 2.946 -5.848
311 N -3.384 -2.354 -3.246
312 S -4.067 -3.668 -3.184
313 O -4.411 -4.237 -1.917
314 O -3.941 -4.550 -4.353
315 F -5.535 -3.150 -3.621
316 S -2.076 -2.736 -2.188
317 O -1.773 -4.151 -1.922
318 O -1.740 -1.677 -1.166
319 F -0.993 -2.300 -3.313
320 N 1.980 5.390 7.012
321 S 2.610 4.387 6.184
322 O 1.765 3.324 5.708
323 O 4.053 4.250 6.238
324 F 2.383 5.394 4.978
325 S 2.164 4.404 8.347
326 O 3.368 4.588 9.077
327 O 1.486 3.131 8.463
328 F 1.139 5.292 9.307
329 N 3.865 6.323 1.469
330 S 4.464 6.092 2.782
331 O 4.741 4.686 3.173
332 O 4.243 7.079 3.820
333 F 5.958 6.595 2.305
334 S 2.344 5.724 1.967
335 O 1.569 6.726 2.635
336 O 2.029 4.323 2.102
337 F 1.676 6.029 0.536
338 N 2.367 -4.395 -4.294
339 S 3.695 -4.096 -3.698
340 O 4.623 -5.236 -3.722
341 O 3.901 -3.214 -2.564
342 F 4.274 -3.161 -4.898
343 S 1.681 -4.707 -2.780
344 O 1.200 -3.472 -2.145
345 O 2.094 -5.872 -2.012
346 F 0.324 -5.258 -3.380
347 Cl 0.177 4.691 -3.285
348 Cl -3.077 1.792 4.342
349 Cl 3.575 -3.372 3.028

Values from the calculation:
Frontier orbital gap: 2.5 eV
HOMO level: -13.69 eV
Electronic energy: -393765.293 eV
Charge: +5
Maximum force: 13.41 eV Å⁻¹

Mulliken population analysis, charges in e, atoms 1 to 2:
1 C -1.287
2 C -0.322